Molecular formula: C35H52AsGdOP3
Method: DFT, the ωB97M-V functional and the def2-TZVPD basis

Output
**Energy above the lowest of the compared OMol25 structures with the same formula, charge and spin**: 0.000 eV
**HOMO (spin up / spin down)**: -14.0 / -14.0 eV
**LUMO level (spin up / spin down)**: -10.406 / -11.964 eV
**Molar mass**: 813.89 g mol⁻¹
**Kohn-Sham gap (spin up / spin down)**: 3.62 / 2.06 eV
**Expectation value of S²**: 16.05
**Total energy**: -148699.186 eV

ORCA input file:
```
! wB97M-V def2-TZVPD RIJCOSX def2/J DEFGRID3
* xyz 3 8
Gd 0.535 -0.072 -0.195
P 2.723 1.140 1.202
P -0.231 2.219 -1.618
P 2.456 -0.458 -2.168
H -1.025 -2.463 -0.001
C 0.003 -2.505 -0.399
C 1.101 -2.487 0.464
H 0.971 -2.457 1.557
C 2.551 1.632 2.971
C 3.479 2.683 0.548
C 4.235 0.093 1.334
C -1.552 1.742 -2.793
C -1.014 3.532 -0.609
C 0.906 3.187 -2.678
C 3.393 -2.042 -2.114
C 3.801 0.699 -2.585
C 1.578 -0.634 -3.770
H 0.074 -2.806 -1.458
H 2.121 -2.814 0.155
H 2.242 0.780 3.571
H 1.795 2.411 3.063
H 3.514 2.009 3.341
H 2.722 3.482 0.532
H 3.861 2.538 -0.476
H 4.306 2.972 1.213
H 3.969 -0.861 1.813
H 4.968 0.630 1.958
H 4.660 -0.109 0.341
H -1.994 2.605 -3.315
H -2.361 1.228 -2.260
H -1.196 1.044 -3.559
H -1.500 4.329 -1.191
H -0.274 4.013 0.040
H -1.769 3.102 0.054
H 0.436 4.071 -3.139
H 1.318 2.588 -3.494
H 1.759 3.549 -2.100
H 3.909 -2.213 -3.067
H 2.705 -2.869 -1.921
H 4.129 -2.010 -1.304
H 4.301 0.353 -3.504
H 4.544 0.747 -1.776
H 3.405 1.714 -2.754
H 2.294 -1.026 -4.512
H 1.170 0.323 -4.129
H 0.741 -1.343 -3.684
C -1.512 -0.815 -6.676
C -2.580 -1.115 -7.551
C -2.853 -2.467 -7.794
C -2.049 -3.484 -7.275
C -0.879 -3.133 -6.595
C -0.554 -1.798 -6.405
O -1.407 0.273 -5.847
H -1.958 1.025 -6.078
H -3.191 -0.348 -8.018
H -3.723 -2.766 -8.386
H -2.318 -4.540 -7.390
H -0.221 -3.894 -6.192
H 0.380 -1.501 -5.935
C -2.767 3.442 5.236
C -1.981 3.793 4.130
C -1.412 2.800 3.325
C -1.630 1.449 3.645
C -2.450 1.095 4.721
C -3.011 2.095 5.531
As -0.742 0.074 2.593
C 0.025 -0.822 4.180
C 0.364 -2.181 4.101
C 1.090 -2.779 5.128
C 1.520 -2.021 6.223
C 1.189 -0.657 6.302
C 0.463 -0.060 5.270
C -2.389 -0.947 2.261
C -2.696 -2.083 3.005
C -3.836 -2.833 2.673
C -4.660 -2.425 1.615
C -4.357 -1.260 0.898
C -3.227 -0.513 1.212
H -3.199 4.217 5.874
H -1.810 4.848 3.897
H -0.803 3.067 2.465
H -2.645 0.050 4.944
H -3.632 1.809 6.391
H 0.079 -2.767 3.235
H 1.342 -3.843 5.065
H 2.136 -2.472 7.003
H 1.518 -0.053 7.153
H 0.263 1.011 5.311
H -2.061 -2.403 3.828
H -4.066 -3.745 3.242
H -5.533 -3.019 1.351
H -5.001 -0.940 0.082
H -2.978 0.388 0.662
*
```

Atomic partial charges in e from the Mulliken method, atoms 1 to 5: atom 1 (Gd): -0.358, atom 2 (P): 1.046, atom 3 (P): 0.995, atom 4 (P): 1.058, atom 5 (H): 0.380